1.
The following is a quantum chemistry calculation of a cluster of 2 separate species, C5H11O2 in total, from the Open Molecules 2025 dataset.

The geometry in XYZ format:
```
18
Properties=species:S:1:pos:R:3
C 1.0120 1.7287 -2.3026
C 1.0362 0.2845 -1.6801
O 1.2400 0.2763 -0.4396
O 0.9966 -0.6745 -2.4728
H 0.5977 2.3765 -1.5379
H 0.4844 1.7850 -3.2592
H 2.0658 1.9532 -2.4563
C -1.2833 -0.2090 1.6475
C -0.1018 -1.1646 1.7990
C -2.2956 -0.2702 2.7789
H -0.8301 0.7927 1.6666
H -1.6294 -0.2786 0.6198
H 0.1596 -1.4098 2.8366
H 0.8029 -0.7527 1.3457
H -1.8117 -0.2766 3.7540
H -3.0280 0.5259 2.6929
H -0.2535 -2.1158 1.2976
H -2.9017 -1.1909 2.7044
```

Its HOMO energy is -4.0 eV. The lowest unoccupied orbital energy comes out at 3.8 eV. Its net charge is -1. As for the energy above the lowest of the compared OMol25 structures with the same formula, charge and spin: 7.19 kcal/mol. The total energy comes out at -9459.7176 eV.

---

2.
The following is a quantum chemistry calculation of a cluster of 2 separate species, C5H11O2 in total, from the Open Molecules 2025 dataset.

The geometry in XYZ format:
```
18
Properties=species:S:1:pos:R:3
C -1.1845 -0.0235 0.6663
C -1.9201 -0.9951 1.5932
C -1.6567 1.4412 0.9830
O -0.7251 2.1909 1.3744
O -2.8601 1.7173 0.8280
H -0.1252 -0.0030 0.8783
H -1.5515 -0.2181 -0.3457
H -1.6842 -0.9201 2.6595
H -2.1162 -2.0212 1.2923
H -2.9480 -0.6039 1.6176
C 2.0611 -0.7855 -1.7328
C 2.1959 0.6074 -1.0966
H 2.3279 -0.7170 -2.7809
H 2.6081 -1.5908 -1.2360
H 1.0170 -1.0899 -1.7111
H 1.5207 0.7437 -0.2551
H 3.1810 0.9968 -0.8313
H 1.8599 1.2708 -1.9032
```

Its HOMO energy is -3.8 eV. The lowest unoccupied orbital energy comes out at 3.7 eV. Its net charge is -1. As for the energy above the lowest of the compared OMol25 structures with the same formula, charge and spin: 13.80 kcal/mol. The total energy comes out at -9459.4307 eV.

---

3.
The following is a quantum chemistry calculation of a cluster of 2 separate species, C5H11O2 in total, from the Open Molecules 2025 dataset.

The geometry in XYZ format:
```
18
Properties=species:S:1:pos:R:3
C -2.0673 -1.5932 0.7378
C -2.7027 -0.5446 -0.2079
H -1.0506 -1.6615 0.3500
H -2.2405 -1.1835 1.6874
H -2.3869 -2.6070 0.8145
H -3.6635 -0.3482 0.1896
H -2.7058 -0.9241 -1.2358
H -2.0222 0.3248 -0.2123
C 2.4715 1.2391 -0.2616
C 1.5893 0.6872 0.9077
C 1.5400 0.7642 -1.5940
O 1.6498 -0.4443 -1.8740
O 1.1898 1.6658 -2.3275
H 2.8314 2.2926 -0.2014
H 3.4354 0.6655 -0.3579
H 1.3228 1.5009 1.4932
H 2.1949 -0.0996 1.4517
H 0.6146 0.2658 0.6404
```

Its HOMO energy is -3.5 eV. The lowest unoccupied orbital energy comes out at 3.7 eV. Its net charge is -1. As for the energy above the lowest of the compared OMol25 structures with the same formula, charge and spin: 36.94 kcal/mol. The total energy comes out at -9458.4274 eV.

---

4.
The following is a quantum chemistry calculation of a cluster of 2 separate species, C5H11O2 in total, from the Open Molecules 2025 dataset.

The geometry in XYZ format:
```
18
Properties=species:S:1:pos:R:3
C 2.7517 -0.7962 0.6537
C 2.4749 -2.0499 1.4696
H 3.6341 -0.3008 1.0377
H 3.0051 -1.1748 -0.3322
H 1.8239 -0.1569 0.7611
H 1.7457 -1.8599 2.2518
H 2.0791 -2.9105 0.9175
H 3.3761 -2.4811 2.0139
C -0.1155 0.7712 -0.2985
C -0.5792 0.8418 1.1340
C -1.5011 0.5580 -1.1053
O -1.7619 -0.4997 -1.6963
O -2.2647 1.5540 -0.9797
H 0.2502 1.7237 -0.6160
H 0.4777 -0.1038 -0.5363
H -0.9223 -0.1153 1.5285
H -1.5576 1.3359 1.2916
H 0.1441 1.3399 1.7721
```

Its HOMO energy is -3.7 eV. The lowest unoccupied orbital energy comes out at 3.6 eV. Its net charge is -1. As for the energy above the lowest of the compared OMol25 structures with the same formula, charge and spin: 22.60 kcal/mol. The total energy comes out at -9459.0490 eV.

---

5.
The following is a quantum chemistry calculation of a cluster of 2 separate species, C5H11O2 in total, from the Open Molecules 2025 dataset.

The geometry in XYZ format:
```
18
Properties=species:S:1:pos:R:3
C -0.7258 -0.3386 -1.8166
C -0.1028 -1.7263 -1.9600
C 0.0868 0.8642 -2.6189
O 1.3102 0.6517 -2.4775
O -0.5281 1.6517 -3.2710
H -1.6794 -0.5783 -2.2998
H -0.8155 0.0331 -0.8566
H -0.7227 -2.5680 -1.6485
H 0.5890 -1.9053 -1.1307
H 0.3195 -1.9500 -2.9516
C 0.5912 1.3462 2.2178
C -0.0347 0.2496 3.0124
H 0.9526 1.0260 1.2569
H -0.2499 2.0684 2.1453
H 1.4932 1.8039 2.7882
H -1.1184 0.2947 3.0433
H 0.1206 -0.8601 2.6460
H 0.5140 -0.0627 3.9214
```

Its HOMO energy is -3.5 eV. The lowest unoccupied orbital energy comes out at 3.4 eV. Its net charge is -1. As for the energy above the lowest of the compared OMol25 structures with the same formula, charge and spin: 40.65 kcal/mol. The total energy comes out at -9458.2663 eV.

---

6.
The following is a quantum chemistry calculation of a structure of composition C5H11O2, from the Open Molecules 2025 dataset.

The geometry in XYZ format:
```
18
Properties=species:S:1:pos:R:3
C 1.3403 0.6917 -0.0672
O 2.6074 0.4235 0.4348
C 0.2647 -0.1544 0.6728
C -1.1268 0.3146 0.5038
C -1.9997 -0.2686 -0.3318
C -3.4037 -0.4279 -0.1288
H 1.3013 0.4190 -1.1292
H 1.1204 1.7554 0.1462
H 0.4946 -1.1472 0.2594
H 0.5445 -0.3200 1.7219
H -1.5194 1.0893 1.1607
H -2.4405 -1.7093 0.8820
H -1.5783 -1.0260 -0.9935
H -3.8159 -1.4251 -0.2824
H -3.9844 0.2286 0.5079
H 4.7241 0.1142 -1.4404
H 3.3541 0.5823 -0.4886
O 4.1172 0.8598 -1.4277
```

Its HOMO energy is -3.6 eV. The lowest unoccupied orbital energy comes out at 2.0 eV. Its net charge is -1. As for the energy above the lowest of the compared OMol25 structures with the same formula, charge and spin: 164.74 kcal/mol. The total energy comes out at -9452.8854 eV.

---

Q: Which formula does entry 6 have?
A: C5H11O2

---

Q: Number 4 is which compound?
A: C5H11O2